Entry 1:
16
Properties=species:S:1:pos:R:3:lowdin_charge:R:1 method="wB97M-V/def2-TZVPD" largest_force_ev_per_a=1.39 homo_lumo_gap_ha=0.4648 e_homo_ev=-11.5 e_lumo_ev=1.16 e_above_lowest_kcal_mol=7.5 energy_ev=-4342.2036 spin_multiplicity=1 smiles=CC.CC
H 0.84 0.79 3.39 0.0548
H 0.73 -1.40 -0.92 0.0473
C 0.06 0.93 2.67 -0.1685
H -0.50 1.77 3.10 0.0632
C -0.34 -0.65 -2.61 -0.1657
H 0.18 0.26 -2.52 0.0424
H -1.34 -0.33 -2.93 0.0636
H -0.40 -2.54 -1.36 0.0649
H -0.92 -1.06 -0.56 0.0597
H 0.10 -1.16 -3.47 0.0658
H 1.56 1.68 1.24 0.0685
C 0.58 1.20 1.28 -0.1737
H 0.77 0.32 0.69 0.0292
H -0.07 1.80 0.66 0.0633
H -0.68 0.13 2.74 0.0635
C -0.26 -1.46 -1.34 -0.1784



Entry 2:
16
Properties=species:S:1:pos:R:3:lowdin_charge:R:1 method="wB97M-V/def2-TZVPD" largest_force_ev_per_a=1.89 homo_lumo_gap_ha=0.4725 e_homo_ev=-11.7 e_lumo_ev=1.17 e_above_lowest_kcal_mol=7.0 energy_ev=-4342.2269 spin_multiplicity=1 smiles=CC.CC
H 1.01 3.46 0.51 0.0590
H 0.72 0.80 -0.12 0.0364
C -1.11 -2.20 -0.30 -0.1640
H 0.34 2.90 2.04 0.0576
C 1.02 1.26 0.81 -0.1636
H 0.29 -2.61 -1.86 0.0624
C 0.45 2.66 0.99 -0.1738
C -0.32 -1.75 -1.55 -0.1617
H -0.57 2.77 0.60 0.0615
H -1.44 -3.22 -0.43 0.0535
H -0.61 -1.93 0.62 0.0575
H 0.68 0.64 1.65 0.0596
H -2.06 -1.66 -0.26 0.0581
H -0.92 -1.35 -2.36 0.0631
H 0.41 -1.00 -1.25 0.0274
H 2.11 1.24 0.91 0.0670



Entry 3:
16
Properties=species:S:1:pos:R:3:lowdin_charge:R:1 method="wB97M-V/def2-TZVPD" largest_force_ev_per_a=2.41 homo_lumo_gap_ha=0.4549 e_homo_ev=-11.2 e_lumo_ev=1.14 e_above_lowest_kcal_mol=13.0 energy_ev=-4341.9650 spin_multiplicity=1 smiles=CC.CC
H 1.54 3.30 0.71 0.0652
H -0.37 -0.79 -0.18 0.0281
H 2.07 1.91 -1.22 0.0534
H -2.14 -1.07 0.25 0.0664
H -0.10 2.56 0.88 0.0569
H 0.62 0.93 -1.18 0.0542
C -0.88 -2.82 0.52 -0.1756
C 0.75 2.74 0.22 -0.1752
H -1.33 -1.66 -1.23 0.0691
C -1.20 -1.48 -0.14 -0.1628
H -1.52 -3.11 1.36 0.0625
H 0.17 3.39 -0.49 0.0702
H -0.81 -3.66 -0.16 0.0538
H 0.08 -2.73 1.03 0.0571
C 1.27 1.57 -0.58 -0.1895
H 1.90 0.93 0.07 0.0662



Entry 4:
16
Properties=species:S:1:pos:R:3:lowdin_charge:R:1 method="wB97M-V/def2-TZVPD" largest_force_ev_per_a=1.63 homo_lumo_gap_ha=0.4621 e_homo_ev=-11.5 e_lumo_ev=1.12 e_above_lowest_kcal_mol=11.3 energy_ev=-4342.0391 spin_multiplicity=1 smiles=CC.CC
H -1.44 -0.93 -2.85 0.0570
H 1.50 0.46 1.77 0.0527
C 0.06 -1.83 -1.43 -0.1471
H 1.43 2.23 2.08 0.0614
H -0.94 0.35 1.50 0.0551
H 0.23 -1.16 -0.59 0.0425
C -0.38 -0.87 -2.56 -0.1778
H 1.00 -2.24 -1.77 0.0596
H 0.10 -1.05 -3.52 0.0556
C 0.92 1.27 2.18 -0.1703
H -0.69 -2.57 -1.18 0.0599
H 0.99 1.13 3.27 0.0607
H -1.10 1.74 2.62 0.0606
C -0.55 1.33 1.78 -0.1764
H -0.22 0.17 -2.29 0.0523
H -0.90 1.96 0.98 0.0542



Entry 5:
16
Properties=species:S:1:pos:R:3:lowdin_charge:R:1 method="wB97M-V/def2-TZVPD" largest_force_ev_per_a=1.19 homo_lumo_gap_ha=0.4654 e_homo_ev=-11.5 e_lumo_ev=1.20 e_above_lowest_kcal_mol=8.6 energy_ev=-4342.1548 spin_multiplicity=1 smiles=CC.CC
H 1.64 0.60 0.14 0.0448
H -1.62 -0.21 0.41 0.0481
C -1.78 0.85 -1.53 -0.1606
H -0.54 1.24 0.17 0.0486
H 2.51 -0.81 -0.50 0.0639
H -1.69 1.90 -1.80 0.0580
H 3.06 -0.11 0.89 0.0619
H -2.82 0.58 -1.71 0.0570
C 2.11 -0.35 0.40 -0.1677
H -2.30 1.35 0.48 0.0642
H 1.50 -1.55 2.15 0.0653
C -1.51 0.78 -0.01 -0.1673
C 1.17 -1.28 1.15 -0.1648
H -1.09 0.34 -2.20 0.0611
H 1.14 -2.24 0.65 0.0612
H 0.14 -0.95 1.20 0.0265



Entry 6:
16
Properties=species:S:1:pos:R:3:lowdin_charge:R:1 method="wB97M-V/def2-TZVPD" largest_force_ev_per_a=1.80 homo_lumo_gap_ha=0.4705 e_homo_ev=-11.6 e_lumo_ev=1.18 e_above_lowest_kcal_mol=5.9 energy_ev=-4342.2706 spin_multiplicity=1 smiles=CC.CC
C 0.69 1.47 -0.01 -0.1658
H 0.57 -2.34 -1.16 0.0609
C -0.08 -2.39 -0.30 -0.1712
C -1.49 -1.85 -0.54 -0.1684
H -0.14 1.54 -0.71 0.0645
H -1.58 -0.79 -0.76 0.0495
H 0.76 3.61 0.12 0.0648
H 0.38 -1.77 0.46 0.0438
H 1.56 1.29 -0.65 0.0707
C 0.88 2.75 0.78 -0.1689
H 1.86 2.86 1.21 0.0528
H -2.02 -2.50 -1.24 0.0603
H -0.13 -3.38 0.14 0.0617
H -2.03 -1.99 0.40 0.0615
H 0.50 0.62 0.57 0.0228
H 0.28 2.86 1.68 0.0608